A gas-phase ion, C5H15N2 (charge +1) at a distorted geometry, computed with wB97M-V/def2-TZVPD.

Structure (XYZ):
```
22
Properties=species:S:1:pos:R:3:forces:R:3:mulliken_charge:R:1
N 1.659 -0.786 -1.522 0.76 2.19 1.62 -0.143
N -1.125 0.993 0.896 0.01 -0.76 -0.22 -0.291
C -0.144 -1.325 0.851 -0.49 0.48 2.31 -0.783
C -0.790 2.504 0.860 -0.04 -4.26 0.36 -0.825
C -0.497 -1.403 -0.528 -2.77 1.10 -4.34 -0.273
C 0.251 -0.456 -1.535 -2.48 2.82 0.64 -0.635
C -0.021 0.090 1.245 2.23 3.81 2.03 -0.475
H -0.204 -0.622 -2.487 0.15 -0.31 -0.86 0.403
H 0.732 -1.867 1.163 0.10 -0.45 0.39 0.275
H -0.407 -2.367 -1.067 -0.35 -0.04 0.82 0.317
H -1.056 -1.534 1.397 0.17 -1.52 0.53 0.318
H 0.172 0.693 -1.393 -0.11 -2.07 0.26 0.169
H -0.267 2.541 -0.076 0.00 1.08 -0.50 0.192
H 0.949 0.528 0.832 -0.93 -0.12 0.07 0.176
H -1.645 -1.075 -0.528 2.53 -0.76 -0.86 0.246
H 0.201 0.204 2.364 -0.20 -0.57 -1.14 0.405
H -1.687 3.022 0.994 -1.29 1.03 -0.53 0.366
H 1.676 -1.755 -1.539 0.98 -2.57 0.65 0.311
H -0.153 2.761 1.667 0.81 0.27 0.84 0.326
H 2.292 -0.452 -2.200 0.35 0.62 -2.11 0.349
H 2.060 -0.285 -0.701 -0.27 -1.40 0.22 0.326
H -1.995 0.592 1.307 0.82 1.45 -0.18 0.248
```
Forces are in eV/Å.

The value obtained for the HOMO energy is -0.4402 hartree. The total charge is +1. The SMILES is CNCCCC[NH3+]. Its multiplicity is 1.



2 unconnected molecules or ions with the total composition C5H15N2 at a distorted geometry, computed with wB97M-V/def2-TZVPD.

Structure (XYZ):
```
22
Properties=species:S:1:pos:R:3:forces:R:3:mulliken_spin:R:1
N 0.268 -1.438 -2.235 0.06 0.42 -0.51 0.004
N -0.237 1.367 -2.176 -2.63 -0.25 0.79 0.902
C -0.013 1.197 -0.770 1.65 0.62 -0.07 -0.010
C -0.764 0.129 -0.043 -0.72 1.97 1.33 0.062
C -0.335 -0.383 1.205 0.59 -1.28 -0.01 -0.001
C 1.048 -1.081 1.276 -0.41 -0.19 -0.80 0.000
C -0.343 0.866 2.234 -0.76 0.81 -0.28 0.004
H 0.226 -1.068 -1.290 -0.14 -0.88 0.11 0.000
H -0.456 0.497 -2.688 1.06 -0.37 -0.43 -0.009
H -1.846 0.120 -0.232 0.25 -0.52 -0.48 0.001
H -1.305 1.384 2.269 0.00 -0.21 -0.10 -0.001
H 0.951 -1.926 0.598 0.19 -0.30 0.07 0.001
H 0.417 1.597 1.965 0.28 -0.28 0.22 0.000
H 1.052 -2.085 -2.252 0.08 0.13 -0.12 -0.001
H -0.167 2.136 -0.212 -0.68 0.03 -0.15 -0.001
H -0.553 -1.964 -2.519 -0.13 -0.05 0.40 0.001
H 1.207 -1.484 2.269 0.12 0.24 0.16 0.001
H 1.890 -0.492 0.918 0.02 0.26 0.32 0.002
H -0.831 2.155 -2.478 0.92 0.42 -0.26 -0.014
H 1.083 1.164 -0.614 0.09 -0.60 -0.21 0.052
H -1.093 -1.068 1.581 -0.14 0.01 0.04 0.007
H -0.201 0.376 3.195 0.30 0.02 -0.03 0.000
```
Forces are in eV/Å.

The value obtained for the HOMO energy (alpha / beta) is -0.6991 / -0.6979 hartree. The total charge is +2. Its multiplicity is 2.



A gas-phase ion, C5H15N2 (charge +2) at a distorted geometry, computed with wB97M-V/def2-TZVPD.

Structure (XYZ):
```
22
Properties=species:S:1:pos:R:3:forces:R:3:mulliken_spin:R:1
N 1.458 -1.765 0.257 -0.17 -0.95 1.94 0.703
N -1.389 -0.571 -1.831 -0.58 0.56 0.70 0.001
C -0.054 1.225 0.959 -1.06 0.57 0.32 0.010
C 1.344 0.779 0.546 -1.00 0.39 0.56 0.162
C 1.731 -0.680 1.130 0.51 -0.46 -1.28 0.077
C -1.368 0.590 0.427 0.87 -0.11 -0.32 0.007
C -1.574 0.772 -1.087 0.89 -0.50 -0.41 -0.001
H -1.353 -0.461 0.737 -0.31 -0.21 -0.28 0.000
H 2.813 -0.711 1.295 -0.06 0.45 0.13 0.025
H 0.721 -2.371 0.635 -0.26 0.14 -0.69 -0.016
H 2.031 1.430 1.081 0.25 0.02 -0.23 0.007
H -0.812 1.429 -1.497 -0.03 0.17 -0.08 0.000
H 1.448 0.922 -0.525 0.61 -0.52 -0.14 -0.008
H 2.213 -2.365 -0.091 0.13 0.63 -0.60 -0.009
H -2.201 1.028 0.970 -0.03 0.11 0.01 0.000
H -0.189 1.238 2.044 0.42 -0.06 0.00 -0.002
H -2.110 -1.162 -1.412 0.07 -0.46 -0.48 0.000
H -0.096 2.284 0.671 0.13 0.00 0.05 0.024
H -0.479 -1.002 -1.684 0.03 0.06 0.01 0.001
H 1.117 -0.807 2.008 -0.06 0.11 0.42 0.019
H -2.537 1.124 -1.444 -0.19 0.07 0.42 0.000
H -1.542 -0.481 -2.837 -0.13 -0.04 -0.05 0.000
```
Forces are in eV/Å.

The value obtained for the HOMO energy (alpha / beta) is -0.7237 / -0.7330 hartree. The total charge is +2. Its multiplicity is 2.



2 unconnected molecules or ions with the total composition C5H15N2O at a distorted geometry, computed with wB97M-V/def2-TZVPD.

Structure (XYZ):
```
23
Properties=species:S:1:pos:R:3:forces:R:3:mulliken_spin:R:1
O 0.442 0.266 -2.279 1.47 -1.05 0.05 0.018
N 1.158 -0.774 -0.004 2.35 -0.73 1.36 0.884
N -1.332 -1.834 -0.375 0.88 -1.11 0.80 0.091
C -1.606 0.442 0.695 -0.34 -0.27 -0.33 -0.002
C 2.239 1.131 1.189 0.55 0.25 -1.82 0.088
C -1.971 -0.531 -0.448 -0.67 -0.16 1.00 -0.001
C -0.213 1.098 0.598 -0.29 1.35 -0.13 0.002
C 0.992 0.237 0.995 -1.25 0.32 2.09 -0.062
H -1.641 -0.104 -1.358 0.12 0.55 -1.03 0.000
H 1.951 -1.400 0.296 -0.91 0.53 -0.35 -0.032
H 3.140 0.582 1.472 -0.20 -0.13 0.24 -0.006
H -1.726 -0.127 1.622 0.18 0.15 0.25 -0.002
H -0.229 2.016 1.248 0.11 -0.83 -0.42 -0.002
H -0.285 -1.712 -0.189 -1.98 -0.44 -0.42 -0.017
H -0.032 1.481 -0.447 -0.27 -0.40 0.97 -0.002
H -1.745 -2.500 0.313 0.48 1.06 -0.58 -0.006
H -3.086 -0.645 -0.505 0.92 -0.07 0.12 0.006
H 0.741 -0.212 2.068 0.57 0.37 -1.99 0.049
H 0.892 0.017 -3.121 -0.48 0.20 1.14 -0.003
H 2.499 1.588 0.178 -0.42 -0.33 1.21 0.004
H 2.055 1.943 1.902 -0.07 -0.33 -0.15 0.000
H 0.878 -0.281 -1.489 -1.06 1.04 -2.01 -0.010
H -2.384 1.219 0.718 0.32 0.04 -0.01 0.001
```
Forces are in eV/Å.

The value obtained for the HOMO energy (alpha / beta) is -0.3147 / -0.3101 hartree. Its multiplicity is 2.



2 unconnected molecules or ions with the total composition C5H15N2O at a distorted geometry, computed with wB97M-V/def2-TZVPD.

Structure (XYZ):
```
23
Properties=species:S:1:pos:R:3:forces:R:3:mulliken_charge:R:1
O 0.437 -1.647 -2.713 0.57 0.03 0.45 -0.624
N 1.850 -0.180 0.034 -0.20 -0.31 -0.05 -0.525
N -0.093 1.856 0.346 0.07 -0.07 1.03 -0.287
C 1.049 -0.935 2.206 0.63 -0.72 -0.11 -1.083
C -2.431 1.065 -0.035 0.70 0.30 -0.66 -1.249
C -0.532 -0.577 0.341 -0.37 0.27 0.02 -0.989
C -0.928 0.804 -0.300 -0.82 -1.46 0.72 0.378
C 0.846 -0.646 0.926 -0.06 0.46 0.07 0.446
H -0.427 -1.862 -2.355 -0.18 0.10 -0.41 0.341
H -1.281 -0.823 1.095 0.25 0.11 0.22 0.497
H -0.257 1.839 1.358 -0.21 -0.13 0.00 0.385
H 0.270 -1.353 2.812 -0.43 0.28 0.20 0.303
H 2.050 -1.046 2.614 -0.02 0.24 -0.07 0.269
H -0.648 -1.360 -0.397 0.00 -0.03 -0.39 0.253
H 2.778 -0.421 0.360 0.07 0.16 0.05 0.262
H 0.909 1.577 0.284 0.08 0.26 -0.67 0.360
H 0.379 -0.850 -3.247 -0.34 -0.09 -0.17 0.323
H -2.916 0.147 0.266 -0.09 0.06 0.55 0.352
H -0.728 0.783 -1.361 0.37 0.31 -0.18 0.322
H -2.537 1.896 0.667 -0.35 -0.36 0.23 0.351
H 1.723 -0.617 -0.879 0.02 0.12 -0.04 0.222
H -0.327 2.803 0.063 0.34 0.10 -0.46 0.345
H -2.949 1.343 -0.939 -0.04 0.37 -0.37 0.348
```
Forces are in eV/Å.

The value obtained for the HOMO energy is -0.4706 hartree. The total charge is +1. Its multiplicity is 1.



A molecular structure, C5H15N2O at a distorted geometry, computed with wB97M-V/def2-TZVPD.

Structure (XYZ):
```
23
Properties=species:S:1:pos:R:3:forces:R:3:mulliken_charge:R:1
O 1.301 0.753 1.360 -1.49 -2.50 -0.05 -0.797
N 0.781 0.782 -1.423 -0.84 -2.84 0.90 -0.288
N 0.520 -1.416 2.140 -3.14 -2.63 -3.97 -0.242
C 0.954 -0.585 -1.953 0.27 2.73 2.03 -0.425
C -1.622 -0.123 0.472 0.41 -1.35 0.01 -1.150
C 0.028 -1.938 0.955 3.55 -1.00 4.60 -0.330
C -0.399 -1.289 -1.524 -1.56 -2.69 1.17 -0.756
C -0.745 -1.278 0.000 -0.16 4.79 -2.84 0.750
H -2.677 -0.138 0.171 0.17 -0.33 -0.14 0.394
H 0.820 0.895 -0.405 0.41 -0.41 -0.06 0.143
H -1.539 0.039 1.535 -0.19 -0.33 0.37 0.388
H 0.903 -0.343 1.949 0.68 3.47 -0.61 0.367
H -1.247 0.797 0.018 0.44 0.06 -0.81 0.394
H -1.424 5.691 1.048 0.02 0.03 0.09 0.029
H 1.848 1.185 1.979 1.00 1.02 0.96 0.221
H -0.228 -2.354 -1.823 -0.19 0.49 0.27 0.391
H 1.183 -0.521 -3.023 -0.77 -0.42 0.20 0.423
H 0.458 -2.909 0.690 -0.66 -0.21 0.18 0.386
H 0.922 -2.066 2.815 0.49 -0.14 -0.63 0.277
H -1.543 5.385 0.387 -0.02 -0.04 -0.09 -0.028
H 1.223 1.537 -1.818 1.24 1.73 -1.72 0.259
H -1.286 -0.952 -2.085 0.63 0.29 0.28 0.345
H 1.768 -1.150 -1.465 -0.29 0.26 -0.12 0.252
```
Forces are in eV/Å.

The value obtained for the HOMO energy is -0.4848 hartree. The total charge is +1. Its multiplicity is 1.



2 unconnected molecules or ions with the total composition C5H15N2O at a distorted geometry, computed with wB97M-V/def2-TZVPD.

Structure (XYZ):
```
23
Properties=species:S:1:pos:R:3:forces:R:3:mulliken_spin:R:1
O -2.475 -1.903 -2.723 1.15 0.72 0.54 0.000
N -0.856 -0.143 3.144 1.47 1.10 -0.04 0.363
N -0.175 -0.536 -1.597 0.02 -0.48 2.01 0.001
C 0.167 0.484 2.545 -2.20 -1.67 0.72 0.122
C -0.132 0.878 -1.047 -0.81 0.59 -1.00 0.013
C 1.254 1.259 -0.565 0.49 -0.18 -0.96 0.051
C 1.822 0.609 0.751 0.55 0.53 0.07 0.045
C 0.922 -0.210 1.619 0.95 1.07 -1.56 0.390
H 1.983 1.073 -1.379 -0.39 -0.32 0.27 0.001
H -0.514 -1.136 -0.837 -0.34 -0.16 -0.37 0.002
H -1.385 0.374 3.847 -0.19 -0.48 -0.11 -0.014
H -3.418 -2.026 -2.809 -0.36 -0.27 -0.24 0.000
H 2.747 0.104 0.453 -0.26 -0.28 0.39 0.025
H 0.775 -0.892 -1.725 -0.14 0.14 -1.03 -0.001
H -0.953 -1.150 3.030 -0.31 0.21 0.29 -0.012
H 0.784 -1.262 1.397 -0.09 -0.13 0.42 0.014
H 1.391 2.334 -0.485 -0.70 0.16 0.20 -0.006
H -2.005 -2.663 -3.072 -0.50 -0.40 -0.29 0.000
H 2.116 1.499 1.319 0.19 -0.39 0.21 0.010
H -0.857 -0.664 -2.362 0.23 -0.22 -0.18 0.000
H -0.940 0.989 -0.317 0.30 -0.27 0.12 -0.009
H -0.513 1.444 -1.909 0.72 0.44 0.39 0.002
H 0.264 1.539 2.725 0.25 0.29 0.14 0.003
```
Forces are in eV/Å.

The value obtained for the HOMO energy (alpha / beta) is -0.6684 / -0.6801 hartree. The total charge is +2. Its multiplicity is 2.



2 unconnected molecules or ions with the total composition C5H15N2O2 at a distorted geometry, computed with wB97M-V/def2-TZVPD.

Structure (XYZ):
```
24
Properties=species:S:1:pos:R:3:forces:R:3:mulliken_charge:R:1
O -2.171 -0.490 -0.755 -0.22 0.10 -0.69 -0.253
O 0.594 -1.703 -0.220 1.39 -2.07 1.00 -0.573
N 2.335 -0.149 -0.529 0.61 -1.16 -3.88 -0.267
N -1.113 1.336 -1.453 -0.13 0.17 0.13 -0.398
C -2.913 -1.169 0.225 -1.71 -1.45 2.41 -0.797
C 0.916 -0.376 0.042 -0.47 0.57 0.80 -0.262
C -1.577 0.592 -0.441 1.65 1.75 0.11 1.001
C 3.590 0.050 0.276 -5.25 -1.42 2.39 -1.013
C -1.716 1.251 0.878 -0.50 0.44 -0.43 -1.418
H -1.197 0.882 -2.321 0.04 -0.55 -1.34 0.225
H 1.199 -2.364 0.285 -1.50 1.33 -0.91 0.290
H 2.473 -1.048 -1.152 -0.42 2.22 1.23 0.407
H 2.131 0.636 -1.215 1.13 -1.24 1.01 0.380
H -2.734 -0.783 1.273 -0.06 -0.63 -1.45 0.381
H 3.500 -0.647 1.102 0.14 -0.25 0.09 0.365
H -1.754 2.277 0.648 -0.44 1.55 -0.58 0.443
H -2.640 -2.227 0.211 0.29 0.30 -0.17 0.260
H 4.475 -0.035 -0.138 4.01 -0.61 -2.91 0.414
H 1.015 -0.179 1.111 0.33 -0.23 0.34 0.052
H -2.670 1.040 1.339 0.22 -0.17 0.45 0.508
H -4.033 -1.170 0.063 1.31 0.55 -0.35 0.300
H -0.330 2.006 -1.421 -1.09 -0.70 0.71 0.266
H 3.480 0.974 0.692 -0.02 2.65 1.20 0.398
H -0.860 1.299 1.501 0.69 -1.16 0.84 0.291
```
Forces are in eV/Å.

The value obtained for the HOMO energy is -0.3888 hartree. The total charge is +1. Its multiplicity is 1.



2 unconnected molecules or ions with the total composition C5H15N2S, computed with wB97M-V/def2-TZVPD.

Structure (XYZ):
```
23
Properties=species:S:1:pos:R:3:forces:R:3:mulliken_charge:R:1
S -0.110 -0.820 0.308 0.05 0.04 0.03 -0.648
N 1.586 0.332 -2.410 0.14 -0.12 -0.27 -0.682
N -2.429 -1.252 2.451 -0.02 -0.03 0.03 -0.661
C -1.437 -2.063 0.283 -0.15 0.03 0.08 -0.606
C -1.932 -2.403 1.690 -0.01 0.26 -0.06 -0.579
C 1.300 1.689 -1.957 -0.10 -0.15 -0.08 -0.450
C 1.254 2.754 0.364 0.22 -0.11 0.17 -1.125
C 2.056 1.973 -0.660 0.33 -0.28 -0.10 -0.357
H -1.104 -2.992 -0.184 0.10 -0.08 -0.11 0.254
H -2.726 -3.158 1.663 0.00 -0.06 -0.05 0.363
H 1.619 2.378 -2.737 -0.02 0.21 -0.11 0.372
H -1.085 -2.818 2.231 0.09 -0.14 0.17 0.248
H 1.187 0.157 -3.328 -0.03 0.14 0.12 0.213
H 0.984 3.759 0.032 -0.06 0.00 -0.08 0.328
H 1.106 -0.299 -1.765 0.02 -0.15 0.09 0.161
H -2.276 -1.688 -0.313 -0.10 -0.03 -0.01 0.214
H 0.226 1.845 -1.789 -0.01 0.04 0.06 0.262
H 3.014 2.447 -0.900 -0.04 0.18 0.06 0.341
H 0.362 2.177 0.595 -0.23 0.07 0.01 0.246
H -3.285 -0.931 2.008 0.08 0.07 -0.02 0.230
H -1.740 -0.511 2.296 -0.09 -0.06 -0.01 0.280
H 1.819 2.843 1.292 0.03 0.13 0.07 0.328
H 2.336 1.007 -0.227 -0.21 0.04 0.02 0.267
```
Forces are in eV/Å.

The value obtained for the HOMO energy is -0.1042 hartree. The total charge is -1. Its multiplicity is 1.



2 unconnected molecules or ions with the total composition C5H15N2S, computed with wB97M-V/def2-TZVPD.

Structure (XYZ):
```
23
Properties=species:S:1:pos:R:3:forces:R:3:mulliken_charge:R:1
S 2.306 1.053 -0.567 0.27 0.12 -0.11 -0.315
N 0.175 -0.612 1.005 0.03 0.04 0.37 -0.061
N -0.347 -0.680 -1.701 0.06 0.32 -0.25 -0.652
C 0.198 0.551 -2.328 0.00 -0.31 -0.07 -0.735
C -1.023 -0.239 1.779 0.30 0.01 0.20 0.842
C -2.210 -0.467 1.269 -0.15 -0.16 -0.34 -1.015
C -0.720 0.344 3.118 0.18 -0.03 -0.20 -1.235
C 1.706 0.625 -2.236 -0.01 -0.11 0.06 -0.536
H -0.084 -1.480 -2.270 0.07 -0.07 0.10 0.214
H 2.061 1.386 -2.914 0.10 0.27 -0.17 0.364
H -1.632 0.661 3.607 -0.10 0.06 0.08 0.392
H 3.290 0.149 -0.489 0.03 0.03 0.00 0.193
H 0.004 -0.718 -0.060 -0.23 -0.34 0.13 0.293
H -2.346 -0.936 0.306 -0.01 0.00 -0.03 0.246
H -3.092 -0.205 1.820 -0.24 0.07 0.15 0.286
H -0.046 1.197 3.026 -0.02 0.12 0.02 0.344
H -0.222 -0.387 3.752 0.03 -0.11 0.10 0.308
H 0.881 0.132 1.029 0.03 0.07 0.02 0.229
H 2.154 -0.311 -2.559 0.06 -0.12 0.07 0.396
H 0.630 -1.435 1.409 -0.14 -0.04 -0.19 0.384
H -0.067 0.595 -3.386 -0.09 0.07 -0.01 0.410
H -1.357 -0.625 -1.777 -0.10 -0.10 0.02 0.271
H -0.259 1.401 -1.833 -0.07 0.20 0.04 0.377
```
Forces are in eV/Å.

The value obtained for the HOMO energy is -0.4828 hartree. The total charge is +1. Its multiplicity is 1.



2 unconnected molecules or ions with the total composition C5H15N2S at a distorted geometry, computed with wB97M-V/def2-TZVPD.

Structure (XYZ):
```
23
Properties=species:S:1:pos:R:3:forces:R:3:mulliken_spin:R:1
S -2.444 -0.989 1.045 0.02 2.92 0.39 0.099
N -1.458 -0.860 -1.408 1.48 -0.49 0.26 0.157
N 1.504 -0.736 0.054 1.44 -1.25 -1.29 0.003
C 0.922 1.716 0.415 -2.06 -1.05 -3.25 0.011
C -1.920 -0.070 -0.411 -1.12 0.86 1.24 0.644
C 1.189 -2.110 0.662 -1.39 1.55 0.39 0.021
C -2.153 1.331 -0.702 -2.30 3.66 1.10 -0.014
C 0.600 0.247 0.680 1.09 2.56 0.87 0.863
H 1.944 1.652 0.546 2.72 0.73 0.11 0.031
H 0.724 -2.832 0.047 0.15 -0.47 -1.59 -0.006
H -2.526 0.212 1.857 0.15 -1.95 -1.07 0.005
H -3.198 1.632 -1.139 1.43 -0.97 0.28 0.057
H 1.262 -0.782 -0.978 0.41 0.23 1.25 0.004
H 0.358 -1.814 1.268 -0.25 -0.50 1.05 -0.006
H -1.430 1.842 -1.390 -0.33 -0.79 0.53 0.012
H 0.510 0.156 1.742 -0.27 -1.12 0.46 0.022
H -1.510 -0.570 -2.363 -0.45 -0.25 -0.36 0.012
H 2.605 -0.598 0.132 -2.63 0.22 -0.15 0.039
H 0.700 1.964 -0.680 0.55 -0.14 1.39 0.014
H -1.630 -1.785 -1.116 0.05 -1.54 -1.16 0.004
H -2.238 2.018 0.251 0.63 -1.40 -1.46 0.021
H 0.536 2.537 1.010 -0.47 -0.65 0.43 0.003
H 1.973 -2.532 1.220 1.16 -0.15 0.55 0.004
```
Forces are in eV/Å.

The value obtained for the HOMO energy (alpha / beta) is -0.3363 / -0.4771 hartree. The total charge is +1. Its multiplicity is 3.